1.
Formula: C41H68F9IN3O12S5
Source: the OMol25 dataset
Level of theory: the ωB97M-V functional and the def2-TZVPD basis

* DFT total energy: -159372.71037 eV
* total charge: +1
* molecular weight: 1253.2 g mol⁻¹

Cartesian coordinates (Å):
C1 -4.3706 -1.2857 2.7079
C2 -3.5596 -0.7270 3.7285
C3 -3.3060 0.8365 3.8716
O1 -3.3046 1.2975 5.0463
O2 -3.1354 1.7255 2.7776
C4 -1.9423 1.3764 2.0077
C5 -1.4891 2.6389 1.1311
C6 -1.7486 2.4165 -0.4577
C7 -3.2966 2.1506 -0.7938
C8 -3.6238 0.5830 -1.1195
C9 -3.9717 0.3935 -2.6765
N1 -2.6297 0.3067 -3.3918
N2 -2.2374 1.4672 -3.8824
C10 -0.9888 1.5177 -4.5243
I1 -0.3493 3.4642 -5.2999
C11 -0.1388 0.2334 -4.6259
O3 1.1466 0.3162 -5.2716
N3 1.0004 0.5381 -6.6170
O4 2.0962 0.6035 -7.0685
C12 -0.6460 -1.1323 -4.0773
C13 0.1579 -2.5094 -4.1834
C14 1.7216 -2.3378 -3.8604
C15 1.9866 -1.7570 -2.3568
C16 3.3663 -0.9371 -2.4150
C17 4.3265 -1.2060 -1.1344
F1 3.6414 -1.8190 -0.0560
F2 4.6420 0.1267 -0.6572
C18 5.7372 -1.8577 -1.5012
F3 6.6468 -1.4589 -0.4625
F4 6.3143 -1.3380 -2.6964
S1 5.8087 -3.7205 -1.5836
F5 4.1944 -3.8985 -1.9432
F6 5.5995 -3.9273 0.0514
F7 7.4739 -3.6420 -1.3621
F8 6.1217 -3.5980 -3.2468
F9 5.9631 -5.3755 -1.7176
C19 -2.0661 -0.9975 -3.3905
C20 -2.6868 -2.3274 -2.7812
C21 -2.9556 -3.4931 -3.8842
C22 -4.2852 -4.3452 -3.6031
C23 -4.0118 -5.7095 -2.7643
C24 -3.1160 -5.4854 -1.4505
C25 -4.0240 -4.6733 -0.3826
H1 -4.8803 -2.2944 2.9146
H2 -4.5142 -0.8129 1.6761
H3 -3.1011 -1.4385 4.4870
H4 -1.1238 1.0487 2.7505
H5 -2.1643 0.4763 1.3318
H6 -0.3795 2.8354 1.3580
H7 -2.0661 3.5624 1.4984
H8 -1.0389 1.5803 -0.7885
H9 -1.3479 3.3802 -0.9555
H10 -3.9000 2.4389 0.1340
H11 -3.5746 2.8183 -1.6886
H12 -2.6272 0.0339 -0.9167
H13 -4.3861 0.1391 -0.3992
H14 -4.5286 1.3509 -3.0010
H15 -4.6501 -0.4874 -2.9163
H16 -0.0365 -2.9532 -5.2229
H17 -0.2473 -3.2670 -3.4138
H18 2.3082 -1.7835 -4.6629
H19 2.1589 -3.4085 -3.8356
H20 1.1627 -1.0042 -2.0572
H21 1.9942 -2.6718 -1.6804
H22 3.9230 -1.1326 -3.3891
H23 3.0821 0.1819 -2.4362
H24 -3.6140 -2.1883 -2.1392
H25 -1.8781 -2.7637 -2.0774
H26 -2.0781 -4.2427 -3.8749
H27 -3.0394 -3.0112 -4.9136
H28 -4.6580 -4.7076 -4.6361
H29 -5.1331 -3.7156 -3.1705
H30 -5.0088 -6.2260 -2.4947
H31 -3.4692 -6.4597 -3.4556
H32 -2.8852 -6.5132 -1.0015
H33 -2.1135 -4.9845 -1.6748
H34 -3.5769 -3.6512 -0.1422
H35 -4.1401 -5.2619 0.5871
H36 -5.0881 -4.5128 -0.8043
C26 0.3763 9.4813 -2.8592
C27 0.8677 8.7288 -4.0973
C28 1.4076 7.3763 -3.6276
S2 0.5105 6.9713 -2.1325
O5 1.4382 6.9663 -1.0266
O6 -0.3812 5.8614 -2.3959
C29 -0.4455 8.4759 -2.0631
H37 -0.2144 10.3595 -3.1266
H38 1.2334 9.8173 -2.2669
H39 0.0301 8.5727 -4.7849
H40 1.6324 9.2926 -4.6358
H41 1.2415 6.5962 -4.3714
H42 2.4688 7.4334 -3.3795
H43 -0.5987 8.7714 -1.0256
H44 -1.4064 8.2832 -2.5455
C30 2.8474 -4.6404 3.6407
C31 2.3247 -6.0536 3.3739
C32 0.9021 -5.9211 2.8257
S3 0.8287 -4.3331 2.0041
O7 -0.0925 -3.4840 2.7242
O8 0.7309 -4.5388 0.5739
C33 2.4931 -3.8288 2.4019
H45 3.9226 -4.6348 3.8299
H46 2.3469 -4.2211 4.5194
H47 2.9618 -6.5431 2.6302
H48 2.3434 -6.6683 4.2762
H49 0.6717 -6.7099 2.1088
H50 0.1624 -5.9205 3.6281
H51 2.5254 -2.7525 2.5697
H52 3.1333 -4.0978 1.5585
C34 -5.9024 2.2089 7.6124
C35 -6.2825 2.0267 9.0833
C36 -7.6546 1.3504 9.1225
S4 -7.7796 0.3863 7.6199
O9 -8.8282 0.9471 6.7989
O10 -7.7284 -1.0204 7.9500
C37 -6.2052 0.8771 6.9397
H53 -4.8532 2.4872 7.4959
H54 -6.5142 3.0009 7.1682
H55 -5.5422 1.3866 9.5741
H56 -6.2974 2.9791 9.6178
H57 -7.7538 0.6902 9.9847
H58 -8.4625 2.0840 9.1212
H59 -6.2752 0.9500 5.8548
H60 -5.4702 0.1192 7.2192
C38 9.3111 1.5492 0.7769
C39 8.1113 1.5047 -0.1718
C40 7.1953 2.6748 0.1917
S5 8.2516 3.9392 0.8905
O11 7.9037 4.1121 2.2815
O12 8.3335 5.0524 -0.0277
C41 9.7674 3.0022 0.7983
H61 10.1114 0.8823 0.4500
H62 9.0004 1.2391 1.7799
H63 8.4591 1.6159 -1.2041
H64 7.5794 0.5533 -0.1063
H65 6.6851 3.0743 -0.6853
H66 6.4635 2.3894 0.9495
H67 10.4042 3.2403 1.6498
H68 10.2694 3.2708 -0.1338

Mulliken atomic charge list, values in e, 6 entries: -0.36, -0.18, 0.54, -0.57, -0.34, -0.24

---

2.
Formula: C41H68O14
Source: the OMol25 dataset
Level of theory: the ωB97M-V functional and the def2-TZVPD basis

* ΔE to the lowest compared entry with this formula, charge and spin: 0.000 eV
* DFT total energy: -72286.50696 eV
* molecular weight: 785.0 g mol⁻¹

Cartesian coordinates (Å):
C1 6.4770 3.3860 1.6466
H1 5.8414 4.2431 1.4464
H2 6.9956 3.5328 2.5895
H3 7.2057 3.3058 0.8449
C2 5.6359 2.1109 1.6900
C3 6.5414 0.8805 1.8288
H4 5.9368 -0.0171 1.9307
H5 7.1768 0.9757 2.7049
H6 7.1665 0.7881 0.9440
O1 4.9154 2.0542 0.4755
H7 4.3204 1.2952 0.5286
C4 4.6527 2.1574 2.8820
C5 3.6299 3.2936 2.8098
H8 3.3821 3.4802 1.7639
H9 4.0101 4.2114 3.2518
C6 2.4291 2.7296 3.5693
H10 2.4036 3.1180 4.5867
H11 1.4898 2.9858 3.0901
C7 2.6599 1.1902 3.6007
C8 2.8192 0.7753 5.0715
H12 3.1123 -0.2612 5.1727
H13 3.5889 1.3875 5.5374
H14 1.8820 0.9330 5.5984
C9 1.4820 0.4511 2.9136
H15 0.6318 0.6565 3.5712
C10 1.1374 1.0847 1.5441
C11 0.7150 -0.0677 0.6430
H16 -0.3391 -0.2710 0.8192
H17 0.8521 0.1581 -0.4114
C12 1.5569 -1.2526 1.1040
C13 3.0035 -1.0758 0.6193
H18 3.4925 -0.3185 1.2187
H19 3.0309 -0.7804 -0.4224
H20 3.5677 -1.9997 0.7211
C14 1.0347 -2.6134 0.5729
C15 0.9157 -2.6806 -0.9606
H21 1.1076 -3.7155 -1.2523
H22 1.7114 -2.0822 -1.3988
C16 -0.4036 -2.2474 -1.6385
C17 -1.6418 -2.1045 -0.7343
C18 -1.5707 -2.8687 0.5878
C19 -0.9784 -4.2543 0.6254
C20 -0.2336 -3.1008 1.2446
C21 -0.0737 -3.0839 2.7505
C22 0.2030 -1.6628 3.2221
H23 -0.6307 -1.0319 2.9153
H24 0.2462 -1.6352 4.3135
C23 1.5206 -1.1006 2.6602
C24 2.6825 -1.8567 3.3108
H25 3.6089 -1.2997 3.2370
H26 2.4705 -2.0585 4.3583
H27 2.8236 -2.8159 2.8192
H28 -0.9602 -3.4700 3.2514
H29 0.7579 -3.7386 3.0218
H30 -0.6062 -4.6963 -0.2838
H31 -1.4236 -4.9740 1.2987
C25 -2.7548 -2.5740 1.4976
H32 -2.7610 -3.2654 2.3398
C26 -4.1150 -2.6547 0.8109
C27 -4.0932 -1.8980 -0.5114
H33 -5.0737 -1.9940 -1.0050
C28 -2.9852 -2.4484 -1.4435
C29 -3.1643 -3.9488 -1.6900
H34 -2.4881 -4.2761 -2.4768
H35 -2.9679 -4.5423 -0.8058
H36 -4.1820 -4.1472 -2.0214
C30 -3.1578 -1.7431 -2.7899
H37 -4.0409 -2.1350 -3.2928
H38 -3.3129 -0.6854 -2.6143
H39 -2.3055 -1.8915 -3.4452
O2 -3.8176 -0.5081 -0.3285
C31 -4.8663 0.3151 0.0846
O3 -5.2106 0.1531 1.4346
C32 -4.4815 0.9438 2.3606
H40 -4.4131 0.3612 3.2820
C33 -3.0795 1.2995 1.8719
O4 -2.4103 1.9556 2.9107
H41 -1.4750 2.0705 2.6480
C34 -3.1765 2.1498 0.5911
O5 -1.9933 1.9397 -0.1468
H42 -2.0942 2.3171 -1.0327
C35 -4.4503 1.7712 -0.2140
O6 -4.2963 1.9980 -1.5827
H43 -3.5582 1.4547 -1.9125
H44 -5.2770 2.4135 0.1061
H45 -3.2454 3.2111 0.8775
H46 -2.5540 0.3756 1.5923
H47 -5.0274 1.8717 2.5762
H48 -5.7817 0.0633 -0.4790
H49 -4.3938 -3.6903 0.6186
H50 -4.8725 -2.2158 1.4621
H51 -2.6412 -1.5677 1.9028
H52 -1.7091 -1.0394 -0.4952
H53 -0.6216 -2.9870 -2.4206
O7 -0.2191 -0.9741 -2.3141
C36 0.4923 -1.0056 -3.5190
O8 -0.3262 -0.7647 -4.6457
C37 -0.7333 0.5633 -4.9866
C38 -1.9868 1.0353 -4.2311
O9 -1.8062 1.2117 -2.8524
H54 -1.4004 0.3995 -2.4829
H55 -2.7885 0.3142 -4.4329
H56 -2.2888 2.0065 -4.6304
C39 0.4014 1.5919 -4.9103
C40 1.2023 1.4171 -3.6143
O10 2.3034 2.2881 -3.5718
H57 2.6290 2.3925 -4.4778
C41 1.6904 -0.0349 -3.5368
O11 2.5138 -0.2114 -2.4216
H58 2.9751 0.6329 -2.2852
H59 2.2698 -0.2644 -4.4508
H60 0.5828 1.6431 -2.7411
O12 1.2680 1.5159 -6.0240
H61 1.4023 0.5901 -6.2578
H62 -0.0181 2.6026 -4.9433
H63 -1.0274 0.4637 -6.0403
H64 0.8705 -2.0230 -3.6921
H65 1.8128 -3.3451 0.8342
O13 0.1138 2.0583 1.6935
H66 -0.4117 2.0778 0.8755
H67 2.0233 1.5812 1.1273
O14 3.8780 0.9691 2.8876
H68 5.2344 2.2208 3.8158

natural (NBO) atomic charge list, values in e, 6 entries: -0.62, 0.22, 0.21, 0.22, 0.25, -0.63

---

3.
Formula: C41H71Cl18I2N7PS2
Source: the OMol25 dataset
Level of theory: the ωB97M-V functional and the def2-TZVPD basis

* ΔE to the lowest compared entry with this formula, charge and spin: 0.000 eV
* DFT total energy: -326659.59311 eV
* total charge: +1
* molecular weight: 1649.1 g mol⁻¹

Cartesian coordinates (Å):
C1 -3.7102 -0.0238 -2.4188
C2 -3.9270 1.4787 -2.2913
P1 -2.5269 2.4226 -1.4968
C3 -2.1003 3.8082 -2.6263
C4 -2.1887 3.5004 -4.1482
C5 -1.0803 1.2925 -1.5607
C6 -0.1931 1.3277 -2.6031
C7 0.9180 0.5042 -2.6723
C8 1.8343 0.7057 -3.8547
C9 2.2726 2.1821 -4.0158
C10 2.8863 2.8013 -2.7907
S1 3.2416 4.5690 -3.0609
C11 1.7045 5.4374 -2.8701
S2 0.8912 5.9211 -4.1873
N1 1.2624 5.7538 -1.6034
C12 -0.0148 6.1450 -1.2542
C13 -0.0234 6.4157 0.0693
N2 1.2573 6.1812 0.5912
C14 1.9861 5.8066 -0.4192
C15 1.1037 -0.4441 -1.6609
C16 2.2326 -1.4356 -1.6779
C17 1.8333 -2.8211 -2.0794
N3 2.2154 -3.7972 -1.3824
N4 0.2008 -0.4725 -0.6139
C18 0.3037 -1.4609 0.4409
I1 -1.1406 -2.9653 0.2109
C19 1.1356 -1.4674 1.4723
C20 1.0438 -2.4749 2.5561
I2 2.6951 -0.0895 1.7121
C21 -0.8392 0.3805 -0.5302
C22 -1.7522 0.3614 0.6425
C23 -1.3273 1.3838 1.7516
N5 -0.4952 2.4528 1.2005
N6 -2.5518 1.9192 2.2944
N7 -0.6012 0.6641 2.7973
H1 -4.5925 -0.4996 -2.8203
H2 -3.4746 -0.4558 -1.4539
H3 -2.8531 -0.2276 -3.0511
H4 -4.1450 1.8968 -3.2685
H5 -4.7875 1.6902 -1.6687
H6 -1.0703 4.0740 -2.4204
H7 -2.7773 4.6159 -2.3884
H8 -2.3809 2.4507 -4.3311
H9 -1.2316 3.7025 -4.6205
H10 -2.9199 4.1145 -4.6547
H11 -0.3443 2.0448 -3.3927
H12 2.6842 0.0476 -3.8188
H13 1.2545 0.4991 -4.7495
H14 1.4371 2.7713 -4.3755
H15 3.0142 2.1741 -4.8084
H16 2.2543 2.7203 -1.9084
H17 3.8390 2.3688 -2.5492
H18 -0.8536 6.2550 -1.9075
H19 -0.8712 6.7705 0.6092
H20 3.0281 5.5716 -0.3397
H21 2.9753 -1.1056 -2.3825
H22 2.7323 -1.4858 -0.7264
H23 1.2361 -2.9464 -2.9792
H24 1.8952 -4.6758 -1.7901
H25 1.5231 -2.1386 3.4620
H26 0.0093 -2.6945 2.7943
H27 1.4955 -3.4071 2.2311
H28 -2.7326 0.6596 0.3160
H29 -1.7871 -0.6041 1.1169
H30 -0.7770 3.3653 1.5200
H31 0.4954 2.3018 1.3172
H32 -2.9855 2.5020 1.5838
H33 -2.2999 2.5637 3.0363
H34 0.2201 1.1831 3.0771
H35 -1.1738 0.5915 3.6293
Cl1 -1.3327 -4.4964 5.4699
C24 -2.4237 -4.8145 4.0985
C25 -2.1263 -6.1314 3.4291
Cl2 -0.5469 -6.1130 2.5971
H36 -2.3284 -3.9867 3.3991
H37 -3.4392 -4.8224 4.4905
H38 -2.8875 -6.3377 2.6780
H39 -2.1150 -6.9516 4.1416
Cl3 0.3499 -6.7252 -2.8955
C26 -0.5394 -6.5494 -1.3558
C27 -1.7777 -7.3979 -1.3048
Cl4 -3.0224 -6.8195 -2.4469
H40 -0.7845 -5.4971 -1.2337
H41 0.1461 -6.8391 -0.5592
H42 -2.2099 -7.3444 -0.3069
H43 -1.5661 -8.4387 -1.5342
Cl5 5.6450 -0.6482 -0.6938
C28 7.3343 -1.2334 -0.7252
C29 8.2928 -0.1141 -1.0308
Cl6 8.1005 0.4806 -2.6998
H44 7.3973 -2.0278 -1.4634
H45 7.5480 -1.6532 0.2556
H46 9.3158 -0.4707 -0.9287
H47 8.1501 0.7272 -0.3578
Cl7 -3.3158 6.9875 4.4837
C30 -4.4162 6.6863 3.1260
C31 -4.1181 5.3806 2.4402
Cl8 -2.5383 5.4358 1.5976
H48 -4.3299 7.5245 2.4371
H49 -5.4293 6.6680 3.5242
H50 -4.8786 5.1726 1.6888
H51 -4.0950 4.5526 3.1445
Cl9 0.8183 5.9272 6.8351
C32 1.8449 5.9572 5.3772
C33 1.0666 6.3162 4.1398
Cl10 -0.0914 5.0447 3.6740
H52 2.3159 4.9824 5.2816
H53 2.6194 6.7026 5.5487
H54 1.7424 6.4439 3.2948
H55 0.5068 7.2378 4.2764
Cl11 1.7020 -7.8138 0.9507
C34 3.2882 -6.9834 0.8841
C35 3.8958 -6.8066 2.2504
Cl12 2.9847 -5.6451 3.2518
H56 3.1413 -6.0287 0.3824
H57 3.9421 -7.5972 0.2682
H58 4.9060 -6.4153 2.1486
H59 3.9450 -7.7472 2.7918
Cl13 -1.1091 9.0993 2.3941
C36 -1.6750 10.7882 2.4998
C37 -2.2927 11.1126 3.8359
Cl14 -3.8353 10.2575 4.0921
H60 -2.3820 10.9488 1.6904
H61 -0.8073 11.4242 2.3349
H62 -2.5064 12.1789 3.8801
H63 -1.6314 10.8579 4.6599
Cl15 -7.0339 -3.2920 -2.4008
C38 -6.3459 -4.7853 -3.0947
C39 -7.1410 -5.2885 -4.2706
Cl16 -8.7467 -5.8866 -3.7876
H64 -6.2952 -5.5284 -2.3035
H65 -5.3315 -4.5476 -3.4112
H66 -6.6154 -6.1217 -4.7340
H67 -7.2826 -4.5103 -5.0159
Cl17 5.3077 -9.4199 -1.6353
C40 5.0207 -11.0827 -1.0570
C41 4.2634 -11.1099 0.2436
Cl18 5.2324 -10.4745 1.6002
H68 5.9855 -11.5739 -0.9668
H69 4.4432 -11.5906 -1.8270
H70 4.0037 -12.1368 0.4936
H71 3.3470 -10.5269 0.1861

Mulliken atomic charge list, values in e, 6 entries: -1.04, -0.75, 0.24, 0.67, -1.81, 0.59

---

Which value of DFT total energy does entry 1 give?
-159372.71037 eV

---

molecular weight of number 1 (C41H68F9IN3O12S5)?
1253.2 g mol⁻¹

---

The highest molecular weight belongs to which entry?
C41H71Cl18I2N7PS2

---

Among the records above, which one has the highest DFT total energy?
C41H68O14